# 1
# C28H65O4S

A 5-piece molecular cluster, C28H65O4S overall (ωB97M-V/def2-TZVPD, OMol25).

```
98
Properties=species:S:1:pos:R:3:forces:R:3
O 1.65710 3.03916 5.76644 -0.019 0.050 -0.208
S 2.38396 1.85391 6.20490 -0.288 -0.568 0.627
O 3.08903 2.02707 7.47584 -0.254 -0.101 -0.145
O 1.60030 0.60922 6.11258 0.447 0.597 -0.111
C 3.74081 1.66770 5.06051 -0.077 0.098 -0.506
C 3.37549 1.65273 3.57855 0.753 0.197 0.109
C 4.60815 1.27366 2.72699 -0.217 -0.331 0.088
C 4.35718 0.27553 1.61361 0.029 0.238 -0.246
O 4.32718 -1.08002 2.03882 -0.129 -0.057 0.149
H 4.28617 0.76859 5.33201 -0.043 -0.216 0.189
H 4.38888 2.51753 5.25496 0.169 0.106 0.097
H 2.53338 0.99734 3.37812 -0.157 -0.134 0.032
H 3.12374 2.67209 3.30674 -0.560 0.055 -0.071
H 5.37343 0.84163 3.37539 0.232 0.024 0.032
H 5.04629 2.16397 2.28300 0.102 0.174 -0.011
H 3.41271 0.52184 1.11965 -0.144 -0.106 -0.044
H 5.14180 0.35950 0.85987 0.115 -0.008 -0.111
H 4.43834 -1.08957 2.99383 -0.093 -0.049 0.042
C 1.61409 -6.00539 -0.73162 -0.103 -0.005 0.031
C 0.57051 -4.92452 -0.99939 0.060 -0.039 -0.076
C 1.17062 -3.53068 -1.17439 -0.055 0.076 0.025
C 1.91817 -2.99186 0.04733 0.126 -0.093 -0.031
C 1.09671 -2.91315 1.32984 0.021 0.095 -0.001
C -0.08396 -1.96048 1.20512 -0.104 -0.051 0.081
H 2.15690 -5.81917 0.19572 0.016 0.008 -0.006
H 1.14389 -6.98663 -0.64556 0.024 -0.012 -0.007
H 2.34121 -6.05222 -1.54538 0.030 0.014 0.014
H -0.16541 -4.91817 -0.19102 0.000 0.028 0.010
H 0.02041 -5.18258 -1.90925 -0.027 -0.001 0.014
H 0.37115 -2.83539 -1.44974 0.009 0.009 0.000
H 1.86045 -3.54558 -2.02514 -0.002 -0.015 -0.009
H 2.29320 -1.99075 -0.18713 0.020 0.003 0.018
H 2.80549 -3.60401 0.22994 0.020 0.026 -0.008
H 1.74754 -2.56460 2.13437 0.025 -0.011 -0.017
H 0.74929 -3.90778 1.62623 -0.012 -0.005 -0.027
H 0.26513 -0.95893 0.94206 -0.037 0.022 -0.019
H -0.63300 -1.88610 2.14491 0.004 0.040 -0.002
H -0.78936 -2.28787 0.43689 -0.013 0.034 -0.005
C 2.65449 3.26368 -0.57685 -0.107 -0.016 -0.008
C 1.69348 2.23064 -1.15952 0.072 -0.005 0.083
C 2.37362 1.17296 -2.02590 -0.024 -0.014 -0.022
C 3.08062 1.71875 -3.26756 0.026 0.020 0.015
C 2.18990 2.52828 -4.20890 0.016 -0.065 -0.081
C 1.02758 1.72651 -4.78605 0.046 0.140 0.037
H 3.15806 3.84221 -1.35375 0.007 -0.023 -0.017
H 2.11486 3.96609 0.05904 0.045 0.010 0.034
H 3.41796 2.77905 0.03560 0.027 0.014 -0.013
H 0.91211 2.74024 -1.73135 -0.023 -0.022 -0.007
H 1.18340 1.72405 -0.33551 -0.031 0.014 -0.003
H 1.62748 0.43016 -2.32666 0.034 -0.019 -0.018
H 3.10563 0.63092 -1.41884 -0.006 0.002 0.017
H 3.51027 0.87641 -3.81979 -0.007 0.005 -0.024
H 3.92771 2.34003 -2.96340 -0.004 -0.008 0.025
H 2.80537 2.90454 -5.03099 0.001 0.027 0.009
H 1.80121 3.41002 -3.69261 0.019 0.007 0.024
H 1.39057 0.85559 -5.33683 -0.011 -0.039 0.022
H 0.43721 2.33548 -5.47313 -0.013 -0.027 -0.011
H 0.35565 1.37488 -4.00240 0.050 0.031 -0.008
C -1.68602 0.42649 -1.83698 -0.086 -0.130 0.015
C -2.17569 -0.69790 -2.74623 0.084 0.036 0.036
C -1.82406 -0.49321 -4.21875 -0.043 -0.069 -0.023
C -2.42631 0.75936 -4.85626 0.011 0.032 0.038
C -3.94946 0.84858 -4.78200 -0.011 -0.030 -0.089
C -4.66190 -0.28674 -5.51172 -0.035 0.059 0.075
H -2.14892 1.38250 -2.08779 0.022 0.021 -0.007
H -1.93072 0.20548 -0.79675 0.050 0.043 0.028
H -0.60160 0.54188 -1.90908 -0.040 0.024 0.015
H -3.25637 -0.81862 -2.62717 -0.011 -0.015 -0.023
H -1.72828 -1.63945 -2.41544 -0.023 -0.011 0.018
H -2.13378 -1.37754 -4.78366 -0.009 0.013 -0.013
H -0.73609 -0.44206 -4.31856 -0.022 -0.049 0.008
H -2.11873 0.79627 -5.90674 -0.006 0.010 -0.009
H -1.99658 1.64953 -4.38814 -0.011 -0.020 -0.002
H -4.26203 1.80088 -5.21892 -0.010 0.012 0.025
H -4.27433 0.87261 -3.73851 0.020 0.008 0.015
H -4.37993 -0.30731 -6.56676 0.020 -0.029 -0.003
H -5.74469 -0.16388 -5.45716 -0.004 -0.016 -0.022
H -4.42065 -1.25845 -5.07869 0.009 -0.008 -0.010
C -1.95495 1.55743 4.55580 -0.123 0.130 -0.113
C -3.31889 1.84203 3.92695 0.091 -0.047 0.138
C -4.35088 0.74123 4.17637 -0.033 0.068 -0.046
C -3.97384 -0.62306 3.60146 0.008 -0.036 0.061
C -3.71666 -0.63478 2.09776 -0.030 -0.111 -0.063
C -4.93410 -0.25743 1.25880 0.098 0.025 -0.016
H -1.48315 0.66604 4.14099 0.009 -0.007 0.016
H -1.27048 2.38972 4.39534 0.073 -0.038 0.058
H -2.04747 1.41699 5.63343 0.055 -0.046 0.016
H -3.20076 2.01355 2.85241 -0.044 -0.007 -0.016
H -3.71085 2.77553 4.34094 0.000 0.020 -0.033
H -5.31951 1.05717 3.77429 0.001 -0.026 -0.011
H -4.49563 0.63240 5.25571 0.017 0.012 0.012
H -4.77290 -1.33740 3.83044 -0.009 0.005 -0.017
H -3.08336 -0.99535 4.11408 0.006 0.014 -0.002
H -3.39256 -1.64078 1.81538 0.039 0.022 -0.035
H -2.88326 0.03064 1.85749 0.017 -0.004 0.009
H -5.76717 -0.93677 1.45452 -0.022 0.020 0.017
H -4.70201 -0.31128 0.19299 -0.022 -0.001 -0.008
H -5.26955 0.75917 1.46993 -0.016 0.000 0.009
```
Forces are in eV/Å.

The electronic energy comes out at -1805.07899 Ha. The total charge is -1.

Atomic partial charges in e from the Löwdin method, atoms 1 to 4: number 1, O, carries -0.3883; number 2, S, carries 0.3673; number 3, O, carries -0.3993; number 4, O, carries -0.4018

***

# 2
# C36H54N5O2P2Pt

C36H54N5O2P2Pt as an isolated structure (ωB97M-V/def2-TZVPD, OMol25).

```
100
Properties=species:S:1:pos:R:3:forces:R:3
C 2.50821 0.37631 0.84937 -0.025 0.163 0.299
C 0.96112 1.94061 1.58616 -0.317 0.709 -0.303
C 3.48296 1.07522 1.57769 0.025 0.081 -0.322
C 1.96861 2.90995 1.90737 -0.477 -1.083 0.811
C 3.23644 2.36308 2.07221 0.514 -0.076 -0.191
H 4.42846 0.55765 1.67437 0.211 0.411 0.100
H 1.67177 3.92679 2.24984 0.327 -1.029 -0.260
H 4.04572 2.90364 2.58609 -0.449 -0.166 -0.435
N 1.23595 0.74662 0.93363 1.116 1.304 1.147
P 1.75756 -1.29431 -1.29140 0.656 0.038 -1.309
P -1.62328 1.04804 1.22394 -0.725 -0.650 0.316
C 2.88435 -0.84828 0.05218 0.607 0.236 0.978
H 3.88547 -0.67483 -0.33353 0.194 -0.154 -0.019
H 2.94931 -1.65296 0.78888 -0.099 -0.216 -0.088
C -1.19304 -1.54104 -1.00174 -1.827 -1.984 -2.877
O -1.71200 -2.06711 -1.89634 0.146 0.426 0.844
C -0.38699 2.15717 1.98822 -0.073 3.028 -4.312
H -0.72576 3.22563 2.10293 0.837 -1.173 0.565
C -3.27766 1.63747 0.17369 -0.252 0.389 1.291
C -2.03492 0.83853 3.07856 -1.194 -0.515 -0.577
C 2.62564 -0.37648 -2.77133 0.310 -0.739 0.214
C 2.06586 -3.19998 -1.55098 0.084 0.338 0.034
C -3.50059 0.98801 -1.19328 0.629 -0.218 -0.196
H -3.64213 -0.09772 -1.15441 0.212 0.115 0.163
H -4.44324 1.37511 -1.62350 0.434 0.103 0.295
H -2.68641 1.20868 -1.88211 -0.052 -0.121 -0.061
C -4.53934 1.25453 0.97938 -0.259 0.180 0.383
H -4.64602 0.15838 1.10153 0.204 0.552 -0.022
H -4.60026 1.73618 1.96813 0.081 -0.259 -0.395
H -5.43452 1.58729 0.41859 0.436 -0.063 0.134
C -3.14453 3.14987 -0.00131 -0.225 0.071 -0.245
H -4.01043 3.54320 -0.55866 0.173 -0.095 0.196
H -3.08948 3.67320 0.95770 -0.027 0.020 -0.226
H -2.25625 3.38679 -0.59727 -0.059 0.019 0.124
C -3.01679 -0.31105 3.32443 -0.317 -0.304 0.715
H -2.94958 -1.10194 2.56637 -0.051 0.320 0.237
H -2.76223 -0.76249 4.29723 -0.208 -0.024 -0.256
H -4.05874 0.03290 3.41211 0.383 -0.165 -0.213
C -0.70735 0.51760 3.79735 0.468 0.063 -0.233
H -0.16877 -0.24578 3.21732 0.027 0.113 0.323
H -0.03903 1.39872 3.87576 -0.406 -0.529 0.159
H -0.83860 0.15146 4.81682 -0.390 -0.061 -0.014
C -2.59861 2.22247 3.47124 -0.107 0.507 0.609
H -2.59942 2.98344 2.67735 -0.020 -0.441 0.251
H -3.62617 2.22342 3.83725 0.088 -0.367 0.162
H -1.95777 2.62694 4.25528 -0.177 0.172 0.154
C 1.40092 -3.67757 -2.85216 -0.001 -0.194 -0.048
H 1.39810 -4.78038 -2.85356 0.011 0.299 0.047
H 0.35924 -3.35016 -2.92860 0.134 0.009 -0.043
H 1.94736 -3.37180 -3.75085 -0.117 0.018 0.247
C 1.40269 -3.93657 -0.38325 -0.217 -0.045 0.225
H 1.93774 -3.75924 0.55849 -0.177 0.038 -0.115
H 0.35455 -3.64595 -0.25933 0.167 -0.034 0.030
H 1.42651 -5.02151 -0.57890 0.067 0.325 0.003
C 3.54350 -3.62453 -1.55320 0.224 -0.238 -0.077
H 3.58207 -4.71653 -1.40370 -0.050 0.283 0.057
H 4.05318 -3.44241 -2.50420 -0.175 0.035 0.358
H 4.12341 -3.16504 -0.74199 -0.117 -0.094 -0.170
C 2.90722 1.09617 -2.46295 -0.296 0.134 0.121
H 3.50709 1.50642 -3.28579 -0.159 -0.042 0.132
H 1.99769 1.68166 -2.39550 -0.005 0.042 0.174
H 3.48048 1.24626 -1.54675 0.065 -0.057 0.024
C 1.68354 -0.49959 -3.96851 0.042 0.148 -0.279
H 0.69898 -0.09574 -3.72666 0.340 -0.313 -0.238
H 2.09940 0.08020 -4.80340 -0.079 -0.048 0.041
H 1.56422 -1.52798 -4.31507 0.092 0.174 0.082
C 4.00691 -0.96203 -3.11355 0.191 0.052 -0.384
H 4.66873 -1.03459 -2.24044 -0.140 -0.097 -0.187
H 3.96663 -1.92735 -3.62852 -0.083 0.239 0.204
H 4.50039 -0.26364 -3.81142 -0.138 -0.241 0.161
Pt -0.23954 -0.43908 0.04535 0.822 1.137 0.666
N -0.45670 1.12833 -2.62419 1.111 3.357 -1.862
C -0.17320 2.21519 -3.00687 -2.739 -1.566 3.064
C -0.27680 3.69220 -2.99742 0.061 0.230 -0.195
C -0.62856 4.29415 -4.21365 1.064 0.737 -0.232
C -0.02594 4.53583 -1.86841 0.656 0.401 -0.128
C -0.37954 5.66640 -4.39999 -0.135 0.374 0.256
H -0.96946 3.70254 -5.07044 0.339 0.098 0.423
C 0.18086 5.92343 -2.05445 -0.500 -0.200 -0.618
H 0.05459 4.20035 -0.81838 0.176 -0.401 -0.919
C 0.04199 6.49927 -3.33793 0.011 -0.391 -0.155
H -0.47477 6.07314 -5.41718 -0.162 -0.098 0.621
H 0.45347 6.57729 -1.20738 -0.269 -0.609 -0.450
H 0.25461 7.58844 -3.50604 -0.236 -1.305 0.166
C 0.98824 -4.16360 4.11539 0.305 -0.182 0.380
N -0.11253 -3.88658 3.19309 -0.109 -0.808 0.194
C -1.13541 -4.78839 3.07192 0.497 0.830 -0.155
C -2.15324 -4.52980 2.21563 -0.786 -1.173 0.443
C -2.14006 -3.31988 1.50783 0.876 1.223 -0.040
N -1.05989 -2.54617 1.51427 -0.878 -0.337 0.757
C -0.03052 -2.77130 2.36382 1.447 0.773 0.030
O 0.98145 -2.02812 2.44972 -1.596 -1.070 -0.378
N -3.26481 -2.86375 0.87500 0.305 -0.156 -0.488
H 0.60929 -4.26083 5.14330 0.076 0.079 -0.331
H 1.70090 -3.33298 4.06055 -0.320 -0.321 0.006
H 1.49632 -5.10212 3.84220 -0.183 0.342 0.011
H -1.05097 -5.66696 3.70671 -0.171 0.119 -0.210
H -2.99236 -5.20742 2.08293 0.245 -0.023 0.238
H -4.06439 -3.47361 0.87932 0.008 -0.099 -0.123
H -3.18105 -2.27501 0.04204 0.077 -0.278 0.715
```
Forces are in eV/Å.

The electronic energy comes out at -2630.15455 Ha. The total charge is +1. Its spin multiplicity is 3. Its energy above the lowest of the compared OMol25 structures with the same formula, charge and spin is 0.000 eV.

Atomic partial charges in e from the Löwdin method, atoms 1 to 4: number 1, C, carries -0.3304; number 2, C, carries -0.3357; number 3, C, carries -0.0042; number 4, C, carries 0.0017

***

# 3
# C3H5NO2

C3H5NO2 as an isolated structure (ωB97M-V/def2-TZVPD, OMol25).

```
11
Properties=species:S:1:pos:R:3:forces:R:3
O -0.24852 -1.85989 -0.47252 1.334 0.257 -0.849
C 0.03103 -0.50596 -0.38706 1.005 1.409 -0.587
C -0.96276 0.61144 -0.62090 -0.210 0.130 -0.176
O -0.39987 1.30554 0.52969 -0.067 0.353 0.267
C 0.39495 0.22723 0.86880 0.289 0.069 0.381
N 1.21487 0.03507 1.79475 -0.386 0.241 -0.256
H 0.57675 -1.81859 -1.00647 -0.978 -3.359 0.109
H 0.92787 -0.36160 -1.08228 -0.883 0.819 0.727
H -0.79501 1.15281 -1.55438 -0.199 0.150 0.211
H -2.01902 0.37018 -0.48104 0.166 -0.021 0.078
H 1.27971 0.84378 2.41141 -0.072 -0.049 0.096
```
Forces are in eV/Å.

The electronic energy comes out at -322.46444 Ha. Its energy above the lowest of the compared OMol25 structures with the same formula, charge and spin is 2.990 eV.

Atomic partial charges in e from the natural (NBO) method, atoms 1 to 4: number 1, O, carries -0.6612; number 2, C, carries -0.0030; number 3, C, carries -0.0893; number 4, O, carries -0.4938